No. 1
ORCA calculation (ωB97M-V/def2-TZVPD) on an isolated ion of composition C6H12BrN3 and charge +2.

Structure (XYZ):
```
22
Properties=species:S:1:pos:R:3:forces:R:3
C -0.6402 -1.9890 0.8123 1.01 3.34 1.47
C 0.2689 -0.7608 0.7258 -0.33 1.56 -3.61
Br 2.1479 -1.3570 0.9192 -0.92 0.48 -0.07
C -0.1296 0.4458 1.6382 -0.61 -3.10 0.57
C -0.3220 1.7649 1.0038 2.50 -1.49 -0.44
N 0.3516 2.1007 -0.0275 0.33 0.36 -1.81
C 0.8775 1.1937 -0.8616 -0.67 -0.95 -0.30
N 1.9185 1.2968 -1.6462 -1.48 0.71 1.52
C 0.1721 -0.1312 -0.9524 0.64 -0.35 4.29
N -1.2685 -0.1214 -1.2009 -1.58 2.17 -0.70
H -0.2566 -2.6843 0.1966 1.09 -2.98 -1.65
H -1.6766 -1.8916 0.7527 -1.92 0.76 -0.84
H -0.5733 -2.1456 1.8405 0.52 -1.57 1.81
H 0.7877 0.4077 2.2381 -0.52 1.01 0.85
H -1.0027 -0.0037 2.2108 0.97 1.43 -0.12
H -0.7866 2.5654 1.4411 -1.75 1.60 1.50
H 2.1478 0.4145 -2.0550 0.93 0.11 -1.01
H 2.4122 2.1743 -1.7391 0.65 -0.12 -0.02
H 0.7444 -0.8684 -1.4497 -0.13 -0.72 -1.23
H -1.7316 0.5690 -1.8350 1.17 0.21 0.00
H -1.8785 -0.0280 -0.3820 0.47 -0.20 0.51
H -1.5624 -0.9516 -1.6295 -0.35 -2.25 -0.74
```
Forces are in eV/Å.

Output
HOMO energy	-18.20	eV
total charge	+2
lowest unoccupied orbital energy	-9.371	eV

---

No. 2
ORCA calculation (ωB97M-V/def2-TZVPD) on a 2-piece molecular cluster, C6H12BrNO3 overall.

Structure (XYZ):
```
23
Properties=species:S:1:pos:R:3:forces:R:3
C 1.9614 -0.8248 -0.5267 -1.84 1.69 -0.32
C 0.0609 -0.8251 -2.1224 -1.94 0.01 0.52
C 0.8800 0.8632 2.2933 -1.59 -1.43 2.80
C 0.4022 -0.7979 -0.6223 0.95 0.35 -1.33
C -0.3958 0.4674 1.5793 -1.31 -0.35 -0.39
C -0.0847 0.3522 0.1079 -1.14 1.97 -0.87
N -3.3116 0.1817 -1.2745 0.42 0.13 -1.08
O -2.8783 0.1496 -2.4198 -0.45 0.03 1.07
O -2.4760 0.2512 -0.3183 0.96 -0.20 0.67
O -1.3803 1.4247 1.8991 0.93 0.21 0.16
Br 0.2856 2.0001 -0.6947 -0.29 0.16 0.05
H 2.2103 -1.0410 0.4541 0.89 -0.50 1.96
H 2.1020 0.2718 -0.6761 1.47 -1.24 -0.64
H 2.3452 -1.5937 -1.1779 0.32 0.40 -0.52
H 0.5791 0.0002 -2.6435 -0.10 -0.78 -0.04
H -1.0664 -0.5844 -2.1048 1.71 -0.58 -0.83
H 0.2724 -1.8739 -2.4938 -0.13 1.45 0.13
H 0.7307 0.6317 3.4276 -0.09 1.48 -1.77
H 1.6154 0.1490 2.1528 1.75 -1.39 -1.00
H 1.2284 1.8146 1.9673 0.05 0.86 0.37
H -0.0387 -1.6200 -0.1815 -0.83 -2.05 1.09
H -0.8083 -0.5288 1.8005 0.54 -0.01 0.49
H -2.2335 1.1323 1.5743 -0.28 -0.23 -0.53
```
Forces are in eV/Å.

Output
HOMO energy (spin up / spin down)	-8.26 / -8.26	eV
lowest unoccupied orbital energy (spin up / spin down)	-1.818 / -1.815	eV

---

No. 3
ORCA calculation (ωB97M-V/def2-TZVPD) on an isolated ion of composition C6H12BrO2S and charge +1.

Structure (XYZ):
```
22
Properties=species:S:1:pos:R:3:forces:R:3
C 1.2247 -2.0153 0.0948 0.18 0.56 0.23
C 2.0159 -0.8170 -0.6732 -2.23 -0.18 1.02
Br 3.7800 -1.5270 -1.2144 -1.00 0.98 0.26
C 2.1156 0.4759 0.2937 1.76 -0.32 -0.69
S 0.4243 0.8183 0.9830 0.11 -0.02 0.28
C -0.6183 1.4657 -0.4105 -0.39 1.43 -0.77
C -2.1805 1.1098 -0.3029 -0.24 -0.09 -0.54
C -2.5411 0.0089 0.7904 -1.15 -1.12 2.36
O -2.5215 0.1710 2.0219 0.53 -0.11 -4.45
O -2.9685 -1.2649 0.2867 0.78 3.15 -0.42
H 0.0818 -1.8958 -0.0213 1.76 -0.26 0.08
H 1.5678 -3.0216 -0.3201 -0.66 1.47 0.64
H 1.4571 -1.9488 1.2230 -0.26 -0.34 -1.75
H 1.3487 -0.5000 -1.5487 1.59 -0.65 0.75
H 2.8263 0.2267 1.1658 -1.41 0.44 -1.05
H 2.5329 1.3895 -0.2432 -0.69 -1.17 0.66
H 0.6034 1.9079 1.8324 0.00 -0.61 -0.98
H -0.5412 2.6116 -0.4349 0.19 -1.80 0.08
H -0.1649 1.0812 -1.3801 -0.48 0.31 1.43
H -2.5093 0.7635 -1.3534 0.55 0.44 1.68
H -2.7574 2.0846 -0.1165 0.83 -1.64 0.13
H -3.1758 -1.1241 -0.6723 0.23 -0.48 1.05
```
Forces are in eV/Å.

Output
HOMO energy	-13.86	eV
total charge	+1
lowest unoccupied orbital energy	-3.890	eV

---

No. 4
ORCA calculation (ωB97M-V/def2-TZVPD) on C6H12Cl6N3O9V as an isolated structure.

Structure (XYZ):
```
37
Properties=species:S:1:pos:R:3:forces:R:3
V -2.1921 2.2528 1.6330 0.98 -4.34 1.19
N -0.9208 0.3729 0.2221 1.07 1.92 0.04
O -1.4655 1.4299 -0.2560 -0.68 1.04 -0.91
O -0.2127 -0.3619 -0.4071 -1.05 0.08 0.33
O -1.0631 0.3804 1.4664 -0.66 -0.75 1.68
N -4.5758 0.9468 1.8993 0.06 1.94 0.61
O -3.7725 1.2617 2.8571 0.57 -0.34 0.60
O -5.6299 0.4074 1.9959 0.97 -0.23 0.20
O -4.1441 1.4870 0.8419 0.87 0.41 -1.93
N -0.2155 2.8421 3.3363 0.06 -0.87 -0.36
O -1.2876 2.1974 3.5817 -1.48 0.14 0.43
O -0.1633 3.0798 2.0862 -0.12 0.96 -1.30
O 0.6294 3.0892 4.1340 -0.58 0.06 -0.59
Cl -0.0698 -5.1430 0.5213 0.03 -0.14 0.12
C 0.6750 -3.8824 -0.4981 -1.05 -0.02 0.23
C 0.6459 -4.2680 -1.9676 1.00 1.08 0.69
Cl 1.8340 -5.5383 -2.3016 -0.03 -0.26 -0.20
H 1.6451 -3.6558 -0.0656 0.24 -0.27 -0.40
H 0.0600 -2.9932 -0.3490 -0.03 -0.03 -0.12
H 0.9985 -3.3588 -2.4609 -0.12 -0.22 -0.42
H -0.3343 -4.5401 -2.3387 -0.05 -0.16 0.14
Cl 1.0259 4.0681 -3.8991 -0.02 -0.05 0.48
C -0.5254 3.4146 -3.2835 -0.70 -0.13 -1.95
C -0.5650 1.8954 -3.4782 0.08 0.46 2.04
Cl -2.2719 1.3392 -3.4674 0.28 0.07 -0.33
H -1.2782 3.8219 -3.9601 0.04 0.25 0.18
H -0.7561 3.7545 -2.2811 0.35 -0.16 0.16
H -0.1616 1.5151 -2.5395 0.21 -0.57 -0.35
H 0.0022 1.5262 -4.3216 -0.27 0.09 -0.26
Cl 1.6300 -2.1688 2.6966 -0.08 -0.27 0.43
C 2.2842 -1.0281 1.5433 -0.06 0.41 -1.31
C 3.7873 -0.8256 1.6056 -0.48 -0.13 -0.93
Cl 4.1928 0.1407 2.9977 0.47 0.28 0.80
H 1.7552 -0.0782 1.6173 0.17 0.06 0.51
H 1.9802 -1.3632 0.5485 0.33 -0.31 0.04
H 4.1062 -0.2631 0.7259 -0.19 0.07 0.01
H 4.3532 -1.7546 1.5651 -0.14 -0.08 0.44
```
Forces are in eV/Å.

Output
HOMO energy (spin up / spin down)	-10.64 / -10.64	eV
lowest unoccupied orbital energy (spin up / spin down)	-3.010 / -2.356	eV
multiplicity	3
<S²>	2.031

---

No. 5
ORCA calculation (ωB97M-V/def2-TZVPD) on an isolated ion of composition C6H12ClIN3O and charge +1.

Structure (XYZ):
```
24
Properties=species:S:1:pos:R:3:forces:R:3
C -0.1017 0.8316 -0.7681 -0.41 -0.86 4.09
C -0.1410 -0.5256 -1.3118 -0.44 -1.00 -0.80
C 0.5513 -1.5999 -0.4859 0.75 -0.46 0.45
C -0.5853 0.2942 1.4713 1.83 -2.67 1.88
C 2.0256 -1.3408 -0.1917 0.85 -1.83 -1.33
C 0.2079 3.1311 -1.1469 0.48 -0.26 0.84
N -0.1644 1.0735 0.5258 -0.28 0.74 -0.96
N -0.2979 -1.7242 0.6810 0.21 1.36 1.22
N -1.9718 -0.2629 1.5833 -0.98 -1.24 -0.21
O 0.0173 1.7708 -1.5585 0.15 2.08 -3.83
Cl -1.8852 -0.9035 -1.3776 -1.10 -0.15 -0.83
I 0.4167 -2.7585 2.2819 0.09 -0.27 0.09
H 0.0966 -0.5631 -2.3627 0.70 0.27 -0.15
H 0.5795 -2.5357 -1.0719 -0.66 0.22 0.04
H -0.0420 0.3607 2.5513 -1.46 -0.23 -2.70
H 2.4639 -2.3382 0.1686 -0.53 1.73 -0.08
H 2.1322 -0.5349 0.4807 0.42 0.69 1.09
H 2.6216 -1.1119 -1.1042 -0.56 -0.05 0.39
H -0.3645 3.8791 -1.6337 -0.73 -0.09 -1.36
H 1.2531 3.2960 -1.2950 0.60 0.40 0.14
H -0.0946 3.1860 -0.1369 0.18 0.20 1.25
H -2.8685 0.2941 1.7907 1.97 -0.60 0.01
H -1.7709 -1.0776 2.2333 -0.94 1.08 -0.14
H -2.0778 -0.8403 0.6771 -0.13 0.95 0.90
```
Forces are in eV/Å.

Output
HOMO energy (spin up / spin down)	-11.59 / -11.59	eV
total charge	+1
lowest unoccupied orbital energy (spin up / spin down)	-4.073 / -4.072	eV

---

No. 6
ORCA calculation (ωB97M-V/def2-TZVPD) on the molecule C6H12ClN3.

Structure (XYZ):
```
22
Properties=species:S:1:pos:R:3:forces:R:3
C -0.4609 -2.4240 -0.7984 0.56 2.19 -0.13
C 0.7657 -1.8437 -0.1127 2.32 0.11 -0.36
C 0.6086 -0.4394 0.3208 -2.10 2.38 0.15
C 1.4676 0.5675 0.4316 -1.96 0.40 -0.57
Cl 3.1168 0.5183 0.1038 0.97 -0.04 -0.02
C 0.6826 1.9205 0.5504 2.15 0.10 2.05
N -0.6450 1.6155 0.2028 -1.49 0.21 -2.05
C -0.8003 1.7002 -1.3043 -0.24 -1.22 2.83
N -0.8369 0.2373 0.5737 1.67 -0.78 -1.96
N -1.1567 0.2370 1.9160 -2.61 -0.44 0.62
H -0.3397 -3.4167 -1.1059 -0.17 -1.53 -0.01
H -0.7349 -1.8348 -1.6559 0.63 0.27 -1.03
H -1.3220 -2.1259 -0.2595 -1.01 -0.84 1.33
H 1.7486 -1.8255 -0.8364 -2.26 -0.39 1.86
H 1.0147 -2.3351 0.8591 0.04 -0.53 -1.02
H 0.6601 2.1665 1.6926 0.58 0.38 -2.10
H 1.1436 2.6512 -0.1723 -0.41 -0.30 1.32
H -0.6044 2.6262 -1.7245 0.35 2.13 -0.20
H -0.0547 1.0434 -1.6079 1.21 -1.44 -1.59
H -1.7643 1.3780 -1.6011 -0.90 -0.45 -0.11
H -0.4270 -0.1508 2.4300 1.24 -0.79 1.35
H -2.0615 -0.2655 2.0981 1.43 0.58 -0.36
```
Forces are in eV/Å.

Output
HOMO energy	-8.57	eV
lowest unoccupied orbital energy	0.850	eV

---

No. 7
ORCA calculation (ωB97M-V/def2-TZVPD) on an isolated ion of composition C6H12ClN3 and charge +2.

Structure (XYZ):
```
22
Properties=species:S:1:pos:R:3:forces:R:3
C -3.1284 -2.4848 1.0699 0.72 -0.21 1.94
C -2.3199 -1.2858 0.6892 -0.10 0.45 -0.73
C -1.0368 -1.2220 0.3604 2.76 2.21 -0.47
Cl 0.2024 -2.4935 0.6542 -1.14 1.51 -0.59
C -0.3313 0.3072 -0.1866 -4.79 -4.31 0.36
N -1.1449 1.2587 -0.5278 3.30 1.63 0.35
N 0.9620 0.2703 -0.3176 1.78 -3.32 1.42
C 2.0090 1.0464 -0.6529 -0.60 3.82 -1.74
C 3.2418 0.8455 0.0942 1.30 -0.31 -2.40
N 1.8404 2.1100 -1.4561 -2.86 -0.81 -0.20
H -3.9556 -2.4968 0.4001 -0.66 -0.47 -0.73
H -2.6245 -3.4951 1.2212 -0.39 1.58 -0.67
H -3.6000 -2.2405 2.0480 0.23 -0.14 -0.41
H -2.8748 -0.3210 0.5484 0.27 -1.08 0.29
H -2.1174 1.1701 -0.6493 -1.32 -0.11 0.20
H -0.6768 2.1816 -0.5546 -1.26 -0.40 -0.37
H 1.2463 -0.7051 0.0687 0.01 1.36 -0.43
H 3.9152 1.6668 0.0406 0.13 1.13 0.32
H 3.9220 0.0693 -0.2508 -0.35 -0.65 -0.62
H 2.9711 0.5340 1.0275 -0.48 -0.40 2.85
H 2.5346 2.7851 -1.6371 1.78 0.45 0.21
H 0.9655 2.4997 -1.9894 1.69 -1.92 1.41
```
Forces are in eV/Å.

Output
HOMO energy	-17.26	eV
total charge	+2
lowest unoccupied orbital energy	-9.483	eV

---

No. 8
ORCA calculation (ωB97M-V/def2-TZVPD) on a 2-piece molecular cluster, C6H12ClN4O overall.

Structure (XYZ):
```
24
Properties=species:S:1:pos:R:3:forces:R:3
C 1.3185 2.5880 -1.1991 -0.24 1.03 -1.69
C 0.8620 1.9652 -0.1051 -0.63 0.13 2.25
C 1.3832 0.4799 -1.6239 -1.39 1.48 -1.13
C -1.7255 -0.2954 -0.0793 -3.46 1.92 -0.55
C 0.1562 -0.0291 2.0264 3.23 -2.94 -2.48
C 0.3284 -0.4103 0.4519 3.10 0.82 2.13
N 1.5801 1.6559 -2.1503 0.93 0.09 -0.72
N 0.8379 0.5591 -0.3671 0.06 1.79 1.47
N 1.6261 -0.6079 -2.3502 -1.68 -4.34 -2.20
N -2.2337 -1.4785 0.5135 0.72 0.13 1.40
O -0.5346 -1.0297 2.6637 -0.86 -1.50 0.80
Cl 0.7436 -2.0058 -0.0796 -0.22 -0.23 1.07
H 1.3332 3.6742 -1.5091 0.23 -1.45 0.97
H 0.7328 2.4658 0.8600 -0.37 -0.88 -0.28
H -1.6436 -0.3339 -1.1136 0.23 0.21 -1.57
H -1.7878 0.6099 0.4953 -0.11 0.14 -0.18
H -0.2870 0.8730 2.2713 -0.91 1.98 -0.25
H 1.2016 -0.0565 2.3686 -0.16 0.57 0.17
H 2.0468 -0.2513 -3.1792 0.58 0.10 -0.82
H 0.8445 -1.3423 -2.7213 2.26 2.51 1.83
H -1.5489 -2.1781 0.2496 0.20 -0.97 0.36
H -3.1311 -1.7620 0.1553 -0.79 -0.10 0.16
H -2.1682 -1.3211 1.5518 -0.28 -0.85 -0.70
H 0.0655 -1.7689 2.8704 -0.43 0.38 -0.04
```
Forces are in eV/Å.

Output
HOMO energy (spin up / spin down)	-9.52 / -11.60	eV
total charge	+1
lowest unoccupied orbital energy (spin up / spin down)	-3.163 / -6.120	eV
multiplicity	3
<S²>	2.015

---

No. 9
ORCA calculation (ωB97M-V/def2-TZVPD) on a 2-piece molecular cluster, C6H12F3P overall.

Structure (XYZ):
```
22
Properties=species:S:1:pos:R:3:forces:R:3
C -0.2919 2.4854 1.1767 1.76 2.74 2.40
C -0.5879 1.7372 0.1771 -0.24 -2.93 -2.89
C -0.7446 2.2821 -1.2316 -0.96 3.33 -0.42
P -0.5843 -0.0967 0.4927 -0.47 0.10 -0.48
C 0.1143 -0.7769 -1.1212 -1.11 -1.53 3.13
C -2.4280 -0.4684 0.1145 0.13 1.58 -1.23
F -3.2759 0.3012 0.8471 0.47 -0.76 0.21
F -2.8071 -0.1990 -1.1851 0.38 -0.12 0.38
F -2.6788 -1.7548 0.2807 -0.35 -0.57 0.56
H -0.0282 2.1718 2.2018 -0.49 -0.16 -0.71
H -0.0659 3.5490 0.9651 -0.50 -0.45 0.35
H -1.0022 3.4189 -1.0815 1.05 -1.68 -0.26
H -1.6931 2.0554 -1.7350 0.37 -0.95 0.14
H 0.0942 2.2470 -1.9985 -0.84 -0.34 1.34
H -0.5394 -1.5209 -1.5016 -1.09 -0.13 -0.87
H 0.4258 -0.0516 -1.7503 0.52 2.24 -2.30
H 0.9416 -1.3913 -0.8935 1.37 -0.39 0.65
C 3.0293 -2.8469 1.2709 0.86 1.05 1.32
H 3.4738 -2.1587 0.5946 0.68 0.12 -1.28
H 2.1048 -3.1485 0.8738 -1.34 -0.34 -0.38
H 3.6670 -3.7490 1.4028 -0.34 1.00 0.49
H 2.8766 -2.0853 2.1004 0.12 -1.82 -0.15
```
Forces are in eV/Å.

Output
HOMO energy	-9.49	eV
lowest unoccupied orbital energy	0.815	eV

---

No. 10
ORCA calculation (ωB97M-V/def2-TZVPD) on C6H12F4KN2O14S4 as an isolated structure.

Structure (XYZ):
```
43
Properties=species:S:1:pos:R:3:forces:R:3
K 8.9977 -14.4478 -10.0726 0.49 0.22 0.07
N 11.4467 -15.7691 -10.2691 0.07 -1.82 -7.44
S 12.5565 -15.6553 -9.2907 2.75 0.57 8.32
O 13.5200 -14.6140 -9.4876 0.60 -0.46 -0.89
O 12.8910 -16.7918 -8.4514 0.13 0.82 -1.86
F 11.5477 -14.9122 -8.3286 -1.16 1.18 2.16
S 12.4705 -16.1409 -11.6382 -2.46 -2.29 -3.63
O 13.6551 -16.9168 -11.4280 -0.13 1.30 0.96
O 12.4209 -15.1783 -12.7159 -0.09 -0.35 1.89
F 11.5334 -17.3590 -12.2257 -0.07 1.17 0.49
N 7.6642 -16.4638 -8.6283 -3.56 0.05 1.15
S 7.7512 -16.7320 -7.0740 7.81 -4.51 4.58
O 7.4248 -18.0476 -6.4785 -0.85 2.55 -2.05
O 7.5809 -15.6075 -6.2248 -0.99 0.39 -0.67
F 9.4100 -16.9825 -7.1024 -2.63 1.07 -0.28
S 5.8962 -16.2736 -8.5860 -5.02 1.37 -5.11
O 5.3915 -14.9089 -8.6864 2.48 -1.89 0.76
O 5.0709 -17.2187 -7.9088 1.78 0.28 1.03
F 5.7328 -16.8096 -10.0840 0.84 0.47 0.75
C 8.2408 -13.2560 -14.9577 0.52 0.60 -0.61
O 8.3952 -13.9810 -13.7453 -0.40 -0.53 0.92
C 7.4036 -14.7209 -13.2069 -0.11 1.47 -1.75
O 7.5286 -15.2291 -12.1402 0.13 -0.88 1.43
O 6.3106 -14.7181 -13.9559 -0.60 -0.46 -0.58
C 5.1709 -15.5921 -13.6618 0.62 0.40 0.23
H 8.9311 -13.6542 -15.7013 -0.56 -0.68 -0.19
H 8.6837 -12.2671 -14.8391 -0.41 0.19 0.62
H 7.1967 -13.1824 -15.2619 0.37 -0.11 -0.17
H 4.4417 -15.4338 -14.4564 0.30 0.16 0.02
H 4.7344 -15.2935 -12.7087 0.11 -0.22 0.01
H 5.4934 -16.6332 -13.6724 0.01 0.13 0.20
C 11.5688 -11.8450 -8.6162 0.16 1.00 0.28
O 10.9028 -11.3716 -7.3837 -1.82 -2.03 0.41
C 9.8779 -12.1395 -6.8738 -0.78 -1.93 -1.92
O 9.1594 -12.9519 -7.4960 1.74 1.63 0.21
O 9.7133 -11.9508 -5.5917 0.35 0.36 1.84
C 8.7389 -12.7172 -4.8096 -1.68 0.10 -1.25
H 12.5513 -12.1966 -8.3014 -0.11 0.08 -0.20
H 11.6194 -10.9391 -9.2201 0.35 -0.11 0.04
H 11.1162 -12.6107 -9.2463 -0.52 -0.05 0.78
H 8.2668 -12.1191 -4.0302 1.04 0.44 0.11
H 9.0077 -13.7002 -4.4228 1.09 0.36 -0.15
H 7.8648 -12.9364 -5.4229 0.21 0.01 -0.53
```
Forces are in eV/Å.

Output
HOMO energy (spin up / spin down)	-9.67 / -9.67	eV
lowest unoccupied orbital energy (spin up / spin down)	-2.040 / -6.698	eV
multiplicity	2
<S²>	0.765

---

Strongest force on any atom for every record listed, in sequence, given in eV/A: 4.35, 3.52, 4.48, 4.60, 4.36, 3.18, 6.45, 5.15, 4.12, 10.12.
Calculated total energy for every record listed, in sequence, given in eV: -80909.894, -84085.733, -91380.416, -130126.710, -33546.690, -23405.370, -23390.424, -26933.957, -23856.314, -108590.733.